Here is C37H10F20GeN2O2SSeZn as an isolated structure from OMol25. Energies are from the ωB97M-V functional and the def2-TZVPD basis.

Geometry as XYZ:
```
75
Properties=species:S:1:pos:R:3:mulliken_charge:R:1
Zn -0.526 0.777 1.233 -0.03
O -5.554 -4.698 0.431 -0.51
C -4.303 -5.048 0.821 0.54
O -3.996 -6.207 0.838 -0.57
C -3.356 -3.942 1.137 1.15
C -3.581 -2.600 0.826 -1.25
C -2.650 -1.637 1.142 -0.90
C -1.448 -1.963 1.790 1.33
C -1.222 -3.314 2.094 -0.16
C -2.161 -4.274 1.765 -1.28
N -0.564 -0.939 2.078 -0.28
C 0.646 -1.234 2.734 -0.31
C 1.316 0.003 3.254 0.09
C 2.216 -0.005 4.309 -0.62
C 2.850 1.179 4.651 -0.55
C 2.566 2.337 3.941 -0.89
C 1.627 2.273 2.930 -0.01
N 1.017 1.133 2.609 0.03
H -5.688 -3.750 0.537 0.33
H -4.478 -2.281 0.303 0.10
H -2.847 -0.599 0.895 0.32
H -0.297 -3.633 2.555 0.37
H -1.975 -5.317 1.988 0.44
H 0.572 -1.993 3.513 0.99
H 2.411 -0.921 4.850 0.53
H 3.561 1.197 5.466 0.49
H 3.050 3.274 4.175 0.44
H 1.334 3.145 2.357 0.47
F 6.858 -2.466 4.714 -0.30
C 5.782 -2.378 3.943 0.63
C 5.614 -1.284 3.112 -0.04
F 6.528 -0.316 3.098 -0.31
C 4.483 -1.198 2.320 0.30
F 4.345 -0.116 1.556 -0.30
C 3.505 -2.184 2.331 -0.05
Se 1.909 -2.016 1.303 0.19
C 3.705 -3.275 3.169 0.21
F 2.798 -4.249 3.241 -0.35
C 4.826 -3.379 3.974 0.27
F 4.992 -4.427 4.778 -0.30
F 1.796 1.747 -0.265 -0.09
C 1.875 1.569 -1.593 0.18
C 0.768 1.763 -2.397 -0.56
C 0.943 1.525 -3.751 0.92
F -0.102 1.677 -4.580 -0.39
C 2.147 1.129 -4.297 0.14
F 2.271 0.916 -5.604 -0.30
C 3.236 0.954 -3.458 0.63
F 4.405 0.574 -3.956 -0.30
C 3.101 1.173 -2.098 -0.09
F 4.145 0.999 -1.292 -0.28
Ge -1.054 2.209 -1.800 1.33
S -1.368 2.600 0.321 -0.68
C -1.719 3.809 -2.705 -0.33
C -3.047 4.163 -2.520 0.35
F -3.837 3.388 -1.769 -0.36
C -3.604 5.290 -3.090 0.09
F -4.885 5.594 -2.899 -0.29
C -2.808 6.110 -3.872 0.63
F -3.323 7.200 -4.426 -0.29
C -1.475 5.799 -4.067 0.07
F -0.710 6.596 -4.810 -0.29
C -0.951 4.662 -3.479 0.31
F 0.351 4.421 -3.676 -0.28
C -2.027 0.593 -2.378 -0.22
C -3.065 0.521 -3.288 0.60
F -3.511 1.621 -3.902 -0.30
C -3.675 -0.679 -3.618 0.06
F -4.677 -0.710 -4.492 -0.30
C -3.229 -1.856 -3.043 0.78
F -3.802 -3.008 -3.359 -0.32
C -2.171 -1.831 -2.148 -0.12
F -1.714 -2.960 -1.620 -0.41
C -1.602 -0.612 -1.842 0.05
F -0.552 -0.618 -0.985 -0.12
```

Energy above the lowest of the compared OMol25 structures with the same formula, charge and spin ... 0.0 kcal/mol
Multiplicity ... 1
Largest force on an atom ... 0.5 eV Å⁻¹
Net charge ... 0
Lowest unoccupied orbital energy ... -0.638 eV

***

Here is a 2-piece molecular cluster, C6H13O2 overall from OMol25. Energies are from the ωB97M-V functional and the def2-TZVPD basis.

Geometry as XYZ:
```
21
Properties=species:S:1:pos:R:3:mulliken_charge:R:1
C 0.614 -0.413 -2.749 0.15
C 1.531 -0.004 -1.645 -1.38
C 0.033 0.734 -3.617 -1.14
H 0.935 -1.086 -3.573 0.33
H -0.204 -1.029 -2.358 0.07
H 1.299 0.932 -1.112 0.40
H -0.838 1.162 -3.117 0.25
H 0.745 1.526 -3.892 0.30
H 2.560 0.166 -1.976 0.37
H 1.572 -0.655 -0.768 0.30
H -0.283 0.441 -4.616 0.37
C -0.775 -1.029 1.568 -0.49
C -1.126 -0.570 0.197 -0.80
C -0.223 0.184 2.391 0.41
O -0.925 0.471 3.386 -0.76
O 0.822 0.748 1.981 -0.71
H -1.490 -1.545 2.219 0.34
H -0.031 -1.850 1.643 0.22
H -2.149 -0.266 -0.009 0.42
H -0.870 -1.344 -0.545 0.16
H -0.572 0.310 -0.163 0.18
```

Energy above the lowest of the compared OMol25 structures with the same formula, charge and spin ... 28.8 kcal/mol
Multiplicity ... 1
Largest force on an atom ... 2.5 eV Å⁻¹
Net charge ... -1
Lowest unoccupied orbital energy ... 3.447 eV